No. 1
Below is the ion C3H9N2S with charge +1, with properties calculated with ωB97M-V with the def2-TZVPD basis set.

## Properties
electronic energy = -17065.416 eV
charge = +1
E_HOMO = -0.5019 Eh
relative energy (zero: lowest compared OMol25 entry of this formula, charge and spin) = 72.4 kJ/mol
SMILES string = C[C@@H]([NH3+])C(N)=S
largest force on an atom = 4.87 eV/A
Kohn-Sham gap = 10.001 eV

Structure (XYZ):
```
15
Properties=species:S:1:pos:R:3:nbo_charge:R:1
C 0.902 -0.114 -0.959 -0.625
C 0.105 0.041 0.338 -0.105
N -0.016 1.533 0.627 -0.751
C -1.369 -0.431 0.255 0.081
N -1.441 -1.744 0.369 -0.701
S -2.613 0.536 -0.138 -0.002
H 1.084 -1.267 -1.281 0.259
H 1.840 0.295 -0.891 0.234
H 0.235 0.309 -1.722 0.241
H 0.515 -0.456 1.104 0.219
H -0.983 1.663 0.141 0.431
H 0.793 2.101 0.268 0.452
H -0.253 1.834 1.614 0.454
H -0.624 -2.217 0.470 0.390
H -2.270 -2.237 0.329 0.424
```


No. 2
Below is a structure of composition C3H9N2S, with properties calculated with ωB97M-V with the def2-TZVPD basis set.

## Properties
electronic energy = -17063.453 eV
charge = +1
E_HOMO = -0.4680 Eh
relative energy (zero: lowest compared OMol25 entry of this formula, charge and spin) = 261.8 kJ/mol
largest force on an atom = 4.52 eV/A
Kohn-Sham gap = 8.852 eV

Structure (XYZ):
```
15
Properties=species:S:1:pos:R:3:nbo_charge:R:1
C -0.129 0.919 -2.334 0.364
C 0.002 -0.121 2.351 -0.706
C -0.975 -0.988 1.576 -0.215
N 0.954 0.972 -3.068 -0.712
N -0.293 0.126 -1.293 -0.640
S -1.717 -0.037 -0.359 0.204
H -1.012 1.141 -2.818 0.214
H 0.576 0.702 1.955 0.255
H -0.379 0.121 3.379 0.258
H 0.671 -0.960 2.562 0.242
H -2.044 -1.023 1.814 0.242
H -0.507 -1.825 0.964 0.230
H 0.959 1.728 -3.783 0.438
H 1.857 0.911 -2.504 0.414
H 0.578 -0.137 -0.783 0.412
```


No. 3
Below is a cluster of 2 separate species, C3H9N2S in total, with properties calculated with ωB97M-V with the def2-TZVPD basis set.

## Properties
electronic energy = -17065.056 eV
charge = +1
E_HOMO = -0.5064 Eh
relative energy (zero: lowest compared OMol25 entry of this formula, charge and spin) = 107.1 kJ/mol
largest force on an atom = 3.07 eV/A
Kohn-Sham gap = 10.060 eV

Structure (XYZ):
```
15
Properties=species:S:1:pos:R:3:nbo_charge:R:1
C -0.353 1.558 0.162 -0.217
C -1.541 0.770 0.657 -0.580
C -0.130 -0.593 -0.945 0.066
N 1.410 -1.593 0.252 -1.017
N 0.306 0.673 -0.823 -0.532
S -1.605 -0.855 -0.048 0.425
H -0.704 2.434 -0.404 0.237
H 0.302 1.837 0.979 0.235
H -1.560 0.667 1.716 0.252
H -2.430 1.340 0.418 0.257
H 0.314 -1.404 -1.601 0.282
H 1.443 -2.371 -0.389 0.368
H 2.371 -1.358 0.386 0.389
H 0.969 0.931 -1.559 0.435
H 1.207 -2.038 1.198 0.398
```


No. 4
Below is the ion C3H9N2S with charge +1, with properties calculated with ωB97M-V with the def2-TZVPD basis set.

## Properties
electronic energy = -17066.167 eV
charge = +1
E_HOMO = -0.4669 Eh
relative energy (zero: lowest compared OMol25 entry of this formula, charge and spin) = 0.0 kJ/mol
SMILES string = N/C=[NH+]/CCS
largest force on an atom = 0.80 eV/A
Kohn-Sham gap = 9.114 eV

Structure (XYZ):
```
15
Properties=species:S:1:pos:R:3:nbo_charge:R:1
N 2.722 1.007 0.117 -0.709
C 1.781 0.097 0.047 0.399
N 0.515 0.345 -0.152 -0.499
C -0.527 -0.655 -0.356 -0.236
C -1.753 -0.505 0.563 -0.536
S -3.082 0.622 -0.042 -0.012
H 2.531 1.992 -0.006 0.426
H 3.686 0.748 0.267 0.442
H 2.080 -0.939 0.169 0.230
H 0.184 1.302 -0.247 0.426
H -0.088 -1.641 -0.195 0.221
H -0.854 -0.585 -1.398 0.231
H -2.211 -1.482 0.699 0.249
H -1.467 -0.124 1.541 0.236
H -3.518 -0.183 -1.006 0.132
```


No. 5
Below is a structure of composition C3H9N2S2, with properties calculated with ωB97M-V with the def2-TZVPD basis set.

## Properties
electronic energy = -27899.024 eV
charge = +1
E_HOMO = -0.5103 Eh
relative energy (zero: lowest compared OMol25 entry of this formula, charge and spin) = 179.4 kJ/mol
largest force on an atom = 2.94 eV/A
Kohn-Sham gap = 9.693 eV

Structure (XYZ):
```
16
Properties=species:S:1:pos:R:3:nbo_charge:R:1
C -1.825 -1.291 -0.634 -0.267
C -1.384 -0.512 0.373 -0.323
C -0.133 0.238 0.268 0.210
N 1.253 -0.896 0.898 -0.882
N 0.487 0.261 -0.999 -0.884
S 1.557 2.564 0.389 -0.080
S -0.098 1.799 1.205 0.231
H -2.696 -1.982 -0.530 0.242
H -1.304 -1.533 -1.584 0.201
H -2.010 -0.350 1.172 0.243
H 1.026 -1.823 1.313 0.430
H 1.946 -0.381 1.574 0.429
H 1.483 -0.811 -0.176 0.466
H -0.055 0.025 -1.777 0.412
H 0.826 1.232 -1.049 0.397
H 0.927 3.460 -0.442 0.174
```


No. 6
Below is the molecule C3H9N3, with properties calculated with ωB97M-V with the def2-TZVPD basis set.

## Properties
electronic energy = -7723.162 eV
charge = 0
E_HOMO (spin up / spin down) = -0.2326 / -0.2471 Eh
relative energy (zero: lowest compared OMol25 entry of this formula, charge and spin) = 425.7 kJ/mol
largest force on an atom = 2.68 eV/A
Kohn-Sham gap (spin up / spin down) = 7.196 / 7.701 eV

Structure (XYZ):
```
15
Properties=species:S:1:pos:R:3:nbo_charge:R:1
C 0.253 -1.314 0.519 -0.009
C 1.275 -2.023 -0.293 -0.660
C -0.127 2.122 -0.023 -0.462
N -0.741 -0.670 -0.057 -0.261
N -1.554 0.137 0.630 -0.271
N -1.561 1.324 -0.056 -0.496
H -0.585 -0.408 -1.038 0.363
H 0.193 -1.446 1.586 0.201
H -2.268 1.903 0.397 0.362
H 2.278 -1.671 -0.047 0.223
H 1.118 -1.876 -1.361 0.211
H 1.259 -3.096 -0.090 0.222
H 0.322 2.241 0.975 0.189
H 0.568 1.680 -0.742 0.188
H -0.430 3.098 -0.399 0.202
```